P) Computed, not measured: a single C5H7N5 molecule, with ωB97M-V with the def2-TZVPD basis set.

Summary:
HOMO = -7.6 eV
SMILES = CNc1[nH]nc2nc[nH]c12
2S+1 = 1
HOMO-LUMO gap = 8.341 eV

Element x y z (Å)
C (2.46, 0.12, 0.23)
N (1.78, -0.95, -0.31)
C (0.37, -0.83, -0.19)
N (-0.41, -1.87, 0.11)
N (-1.69, -1.68, 0.22)
C (-1.86, -0.38, 0.01)
N (-2.91, 0.48, -0.01)
C (-2.39, 1.69, -0.11)
N (-1.00, 1.67, -0.21)
C (-0.58, 0.31, -0.17)
H (2.62, -0.07, 1.31)
H (3.32, 0.31, -0.30)
H (1.79, 0.94, 0.24)
H (2.09, -1.84, -0.09)
H (-0.15, -2.86, -0.08)
H (-3.02, 2.58, 0.03)
H (-0.42, 2.37, -0.68)

These are the Mulliken partial charges, in e, on atoms 1 to 4: -0.87, -0.31, -0.17, 0.38

=====

Q) Computed, not measured: a single C5H7N5 molecule, with ωB97M-V with the def2-TZVPD basis set.

Summary:
HOMO = -8.5 eV
SMILES = [H]/N=C(/N=C\C=C\N)NC#N
2S+1 = 1
HOMO-LUMO gap = 9.092 eV

Element x y z (Å)
H (-2.86, -1.91, 2.02)
N (-2.69, -0.92, 1.87)
C (-1.99, -0.57, 0.93)
N (-1.77, 0.73, 0.60)
C (-0.63, 1.21, 0.27)
C (0.63, 0.49, 0.27)
C (1.70, 1.09, -0.38)
N (2.93, 0.67, -0.59)
N (-1.45, -1.48, -0.08)
C (-0.81, -1.06, -1.15)
N (-0.39, -0.90, -2.21)
H (-0.58, 2.30, -0.07)
H (0.78, -0.50, 0.78)
H (1.60, 2.00, -0.98)
H (3.46, -0.07, -0.17)
H (3.57, 1.32, -1.07)
H (-1.50, -2.40, -0.03)

These are the Mulliken partial charges, in e, on atoms 1 to 4: 0.22, -0.62, 0.53, -0.52

=====

Most stable: P) (next structure +1.6 kcal/mol)

=====

P) Computed, not measured: a gas-phase ion, C4H11N2OS (charge -1), with ωB97M-V with the def2-TZVPD basis set.

Summary:
HOMO = -2.5 eV
SMILES = N[C@H](CS)CNC[O-]
2S+1 = 1
HOMO-LUMO gap = 5.398 eV
Charge = -1

Element x y z (Å)
N (-1.44, -1.42, -0.92)
C (-0.72, -0.85, 0.26)
C (-1.35, 0.61, 0.48)
S (-2.97, 0.29, 1.31)
C (0.80, -0.66, -0.18)
N (1.38, 0.51, 0.46)
C (2.28, 1.31, -0.52)
O (3.54, 0.88, -0.45)
H (-1.58, -0.69, -1.60)
H (-2.28, -1.85, -0.57)
H (-0.82, -1.51, 1.11)
H (-1.53, 1.21, -0.40)
H (-0.59, 1.14, 1.05)
H (-2.82, -1.01, 1.62)
H (1.35, -1.56, 0.12)
H (0.88, -0.52, -1.26)
H (1.86, 0.48, 1.34)
H (2.16, 2.41, -0.30)
H (1.86, 1.22, -1.54)

These are the Mulliken partial charges, in e, on atoms 1 to 4: -0.63, -0.45, -0.53, -0.29

=====

Q) Computed, not measured: 2 unconnected molecules or ions with the total composition C4H11N2OS, with ωB97M-V with the def2-TZVPD basis set.

Summary:
HOMO = -3.2 eV
2S+1 = 1
HOMO-LUMO gap = 7.088 eV
Charge = -1

Element x y z (Å)
C (1.25, 2.16, -1.22)
C (0.16, 1.56, -2.11)
S (-0.82, 0.28, -1.25)
N (2.20, 1.17, -0.72)
H (0.79, 2.66, -0.37)
H (1.81, 2.92, -1.78)
H (0.66, 1.13, -2.98)
H (-0.51, 2.36, -2.46)
H (2.80, 0.87, -1.48)
H (1.64, 0.36, -0.44)
C (-0.32, -2.43, 1.35)
C (-1.47, -1.84, 2.13)
N (-1.85, -0.61, 1.74)
O (-1.97, -2.42, 3.09)
H (0.62, -1.95, 1.63)
H (-0.46, -2.25, 0.29)
H (-0.27, -3.49, 1.56)
H (-2.69, -0.26, 2.19)
H (-1.58, -0.23, 0.83)

These are the Mulliken partial charges, in e, on atoms 1 to 4: -0.61, -0.49, -0.62, -0.59

=====

Most stable: Q) (next structure +79.5 kcal/mol)

=====

P) Computed, not measured: a single C11H11N3 molecule, with ωB97M-V with the def2-TZVPD basis set.

Summary:
HOMO = -7.9 eV
SMILES = Cc1cnccc[nH]c2cnccc12
2S+1 = 1
HOMO-LUMO gap = 8.486 eV

Element x y z (Å)
C (-0.66, -1.74, 1.21)
C (-0.44, -0.93, -0.07)
C (-1.41, -0.79, -1.01)
N (-1.14, 0.13, -2.11)
C (-1.16, 1.35, -1.85)
C (-1.65, 1.78, -0.58)
C (-1.09, 1.48, 0.60)
N (0.26, 1.49, 0.89)
C (1.23, 0.79, 0.24)
C (2.58, 1.31, 0.16)
N (3.51, 0.71, -0.50)
C (3.21, -0.43, -1.14)
C (2.00, -1.01, -1.09)
C (0.98, -0.41, -0.37)
H (-1.71, -2.00, 1.35)
H (-0.64, -1.10, 2.07)
H (0.15, -2.56, 1.29)
H (-2.46, -1.24, -1.08)
H (-0.98, 2.01, -2.72)
H (-2.69, 1.82, -0.65)
H (-1.72, 1.57, 1.53)
H (0.65, 2.15, 1.72)
H (2.86, 2.29, 0.71)
H (4.00, -0.80, -1.65)
H (1.78, -1.90, -1.63)

These are the Mulliken partial charges, in e, on atoms 1 to 4: -1.32, 0.12, -0.22, -0.49

=====

Q) Computed, not measured: a single C11H11N3 molecule, with ωB97M-V with the def2-TZVPD basis set.

Summary:
HOMO (spin up / spin down) = -8.3 / -8.3 eV
SMILES = [H]/N=C1\[C@@H]2C=N[C@H]3N=CC=CC(=C2C)[C@@H]13
2S+1 = 1
HOMO-LUMO gap (spin up / spin down) = 7.701 / 7.701 eV

Element x y z (Å)
H (-3.70, -0.52, 0.57)
N (-2.94, -1.05, 0.21)
C (-1.83, -0.44, 0.22)
C (-1.41, 0.87, 0.85)
C (-0.97, 1.62, -0.46)
N (-0.57, 1.22, -1.55)
C (-0.58, -0.21, -1.95)
N (0.50, -0.57, -2.73)
C (1.67, -0.98, -2.34)
C (2.21, -1.21, -1.03)
C (1.79, -0.75, 0.15)
C (0.52, -0.36, 0.51)
C (0.01, 0.50, 1.47)
C (0.62, 1.06, 2.70)
C (-0.55, -0.89, -0.49)
H (-2.05, 1.47, 1.44)
H (-0.76, 2.61, -0.14)
H (-1.57, -0.04, -2.52)
H (2.32, -1.48, -3.18)
H (3.18, -1.73, -1.05)
H (2.40, -0.86, 1.10)
H (0.95, 2.06, 2.36)
H (1.49, 0.51, 2.99)
H (-0.08, 1.11, 3.52)
H (-0.64, -1.92, -0.64)

These are the Mulliken partial charges, in e, on atoms 1 to 4: 0.25, -0.86, -0.11, -0.05

=====

Most stable: P) (next structure +22.6 kcal/mol)

=====

P) Computed, not measured: a molecular structure, C40H40Br2N7O9SbZr, with ωB97M-V with the def2-TZVPD basis set.

Summary:
HOMO = -13.1 eV
2S+1 = 1
HOMO-LUMO gap = 7.546 eV
Charge = +2

Element x y z (Å)
Zr (-0.77, -1.32, -0.19)
N (0.79, -2.44, -1.55)
C (0.40, -3.78, -2.09)
C (-0.60, -3.65, -3.22)
C (-1.97, -3.16, -2.79)
N (-1.92, -1.78, -2.22)
H (1.15, -1.88, -2.32)
H (1.60, -2.57, -0.95)
H (-0.01, -4.37, -1.27)
H (1.30, -4.29, -2.45)
H (-0.73, -4.63, -3.68)
H (-0.19, -3.00, -4.00)
H (-2.38, -3.81, -2.01)
H (-2.65, -3.18, -3.64)
H (-2.86, -1.52, -1.96)
H (-1.65, -1.13, -2.95)
C (-1.98, 2.40, 3.63)
O (-1.21, 1.59, 2.70)
C (-1.54, 0.35, 2.45)
O (-0.78, -0.30, 1.70)
N (-2.64, -0.17, 2.98)
N (-3.00, -1.47, 2.65)
H (-1.45, 3.34, 3.69)
H (-1.99, 1.92, 4.61)
H (-2.99, 2.55, 3.25)
H (-3.28, 0.43, 3.50)
H (-3.75, -1.47, 1.96)
H (-3.30, -1.96, 3.49)
C (2.69, -1.86, 1.56)
C (1.64, -2.84, 1.99)
C (1.97, -3.72, 3.04)
C (1.06, -4.64, 3.49)
C (-0.20, -4.71, 2.87)
C (-1.23, -5.63, 3.23)
Br (-0.95, -6.86, 4.62)
C (-2.42, -5.63, 2.57)
C (-2.66, -4.71, 1.53)
Br (-4.32, -4.68, 0.66)
C (-1.69, -3.81, 1.16)
O (-1.86, -2.91, 0.19)
C (-0.45, -3.80, 1.83)
N (0.46, -2.86, 1.40)
H (3.68, -2.21, 1.85)
H (2.53, -0.89, 2.04)
H (2.69, -1.71, 0.49)
H (2.95, -3.66, 3.49)
H (1.31, -5.32, 4.29)
H (-3.20, -6.33, 2.84)
O (-1.24, 0.65, -1.21)
C (-2.36, 0.78, -0.63)
O (-2.84, -0.23, -0.03)
C (-3.04, 2.09, -0.56)
C (-2.69, 3.13, -1.42)
C (-3.32, 4.34, -1.25)
C (-4.24, 4.59, -0.24)
C (-4.53, 3.53, 0.60)
C (-3.97, 2.28, 0.45)
N (-5.44, 3.75, 1.74)
O (-6.13, 4.74, 1.73)
O (-5.41, 2.91, 2.63)
N (-2.99, 5.45, -2.18)
O (-3.30, 6.57, -1.83)
O (-2.44, 5.14, -3.21)
H (-1.95, 3.00, -2.19)
H (-4.69, 5.56, -0.12)
H (-4.25, 1.48, 1.11)
C (5.08, -1.51, -3.47)
C (3.94, -0.95, -4.03)
C (3.03, -0.28, -3.23)
C (3.25, -0.15, -1.86)
C (4.40, -0.71, -1.30)
C (5.31, -1.38, -2.11)
Sb (1.75, 0.75, -0.64)
C (2.91, 1.62, 0.89)
C (4.16, 2.16, 0.61)
C (4.90, 2.78, 1.61)
C (4.38, 2.87, 2.90)
C (3.13, 2.34, 3.18)
C (2.39, 1.72, 2.18)
C (1.28, 2.48, -1.77)
C (1.67, 3.73, -1.31)
C (1.39, 4.87, -2.06)
C (0.72, 4.76, -3.27)
C (0.33, 3.51, -3.74)
C (0.60, 2.37, -2.98)
H (5.80, -2.02, -4.10)
H (3.77, -1.02, -5.10)
H (2.17, 0.19, -3.69)
H (4.62, -0.60, -0.25)
H (6.21, -1.79, -1.67)
H (4.57, 2.11, -0.40)
H (5.87, 3.20, 1.39)
H (4.96, 3.35, 3.68)
H (2.73, 2.41, 4.19)
H (1.41, 1.31, 2.41)
H (2.20, 3.84, -0.37)
H (1.69, 5.84, -1.70)
H (0.51, 5.64, -3.86)
H (-0.19, 3.42, -4.68)
H (0.25, 1.41, -3.34)

These are the Mulliken partial charges, in e, on atoms 1 to 4: -0.02, -0.12, -0.58, -0.87

=====

Q) Computed, not measured: a molecular structure, C40H40Br2N7O9SbZr, with ωB97M-V with the def2-TZVPD basis set.

Summary:
HOMO = -13.0 eV
2S+1 = 1
HOMO-LUMO gap = 7.583 eV
Charge = +2

Element x y z (Å)
Zr (0.35, 0.33, -0.17)
N (-0.12, 2.37, 1.08)
C (-0.03, 2.65, 2.53)
C (1.36, 2.39, 3.08)
C (1.69, 0.91, 3.17)
N (1.74, 0.24, 1.84)
H (0.46, 3.06, 0.60)
H (-1.06, 2.57, 0.76)
H (-0.77, 2.03, 3.05)
H (-0.32, 3.69, 2.72)
H (1.42, 2.80, 4.09)
H (2.10, 2.92, 2.49)
H (0.93, 0.41, 3.77)
H (2.64, 0.77, 3.68)
H (1.74, -0.77, 2.00)
H (2.65, 0.41, 1.43)
C (-0.10, -5.20, -0.37)
O (0.49, -4.03, 0.25)
C (0.12, -2.84, -0.12)
O (0.68, -1.85, 0.40)
N (-0.83, -2.67, -1.05)
N (-1.21, -1.34, -1.28)
H (0.41, -6.04, 0.09)
H (0.10, -5.19, -1.44)
H (-1.16, -5.24, -0.15)
H (-1.42, -3.42, -1.36)
H (-2.20, -1.23, -1.07)
H (-1.05, -1.11, -2.26)
C (3.37, 2.72, -0.45)
C (2.36, 2.90, -1.54)
C (2.68, 3.74, -2.62)
C (1.78, 3.97, -3.62)
C (0.50, 3.39, -3.55)
C (-0.54, 3.57, -4.50)
Br (-0.25, 4.64, -6.02)
C (-1.75, 2.97, -4.32)
C (-1.99, 2.17, -3.19)
Br (-3.67, 1.33, -2.96)
C (-1.02, 1.97, -2.25)
O (-1.19, 1.23, -1.15)
C (0.24, 2.57, -2.43)
N (1.18, 2.30, -1.46)
H (3.84, 3.67, -0.22)
H (4.16, 2.03, -0.76)
H (2.91, 2.32, 0.46)
H (3.66, 4.21, -2.64)
H (2.03, 4.61, -4.46)
H (-2.54, 3.10, -5.05)
O (2.51, -0.07, -0.66)
C (2.26, -0.37, -1.87)
O (1.03, -0.41, -2.20)
C (3.33, -0.63, -2.84)
C (4.66, -0.60, -2.43)
C (5.64, -0.81, -3.37)
C (5.36, -1.06, -4.70)
C (4.03, -1.08, -5.07)
C (3.01, -0.87, -4.17)
N (3.69, -1.34, -6.49)
O (4.61, -1.50, -7.25)
O (2.51, -1.37, -6.76)
N (7.06, -0.76, -2.93)
O (7.90, -1.02, -3.76)
O (7.26, -0.46, -1.77)
H (4.93, -0.42, -1.40)
H (6.15, -1.23, -5.42)
H (1.98, -0.89, -4.51)
C (-4.36, -4.37, 0.33)
C (-3.42, -4.52, 1.34)
C (-2.73, -3.41, 1.82)
C (-2.98, -2.15, 1.29)
C (-3.95, -2.00, 0.30)
C (-4.64, -3.11, -0.19)
Sb (-1.90, -0.41, 1.88)
C (-3.51, 0.92, 2.15)
C (-4.41, 0.77, 3.20)
C (-5.50, 1.62, 3.30)
C (-5.69, 2.62, 2.36)
C (-4.81, 2.76, 1.30)
C (-3.72, 1.91, 1.19)
C (-1.21, -0.92, 3.81)
C (-1.54, -0.17, 4.93)
C (-0.96, -0.46, 6.16)
C (-0.05, -1.50, 6.27)
C (0.29, -2.25, 5.15)
C (-0.28, -1.96, 3.92)
H (-4.91, -5.23, -0.04)
H (-3.24, -5.49, 1.77)
H (-2.01, -3.54, 2.62)
H (-4.21, -1.01, -0.07)
H (-5.40, -2.98, -0.95)
H (-4.29, -0.03, 3.93)
H (-6.20, 1.51, 4.12)
H (-6.54, 3.29, 2.44)
H (-4.97, 3.52, 0.55)
H (-3.06, 1.99, 0.33)
H (-2.24, 0.65, 4.86)
H (-1.22, 0.13, 7.03)
H (0.40, -1.72, 7.23)
H (1.01, -3.06, 5.24)
H (0.01, -2.54, 3.05)

These are the Mulliken partial charges, in e, on atoms 1 to 4: -0.23, -0.37, -0.12, -1.00

=====

Most stable: Q) (next structure +12.3 kcal/mol)